(1)
DFT (ωB97M-V/def2-TZVPD) results for C34H62O27 as an isolated structure.

Structure (ORCA input):
```
! RIJCOSX wB97M-V def2-TZVPD def2/J DEFGRID3
* xyz 0 1
O -4.89985 -0.30808 -3.45647
O 1.19707 -1.30996 2.25424
O 0.02471 1.09755 0.50946
O 3.00931 -1.13770 0.27535
O 3.24043 -1.50574 3.31809
O -2.74224 4.38215 2.24237
O -1.68261 -2.01205 -0.32615
O -7.18901 -0.21358 -3.36558
O -1.79841 2.37764 2.18725
O 5.44188 1.93525 3.42052
O 2.10688 3.47716 -0.20476
O -0.21895 0.25146 -5.37415
O -1.33146 0.36298 2.16031
O -0.17506 -3.55707 0.29175
O 1.98752 2.33576 -2.18848
O -1.64947 -2.60621 1.77889
O -0.52463 -1.54463 -4.01665
O 1.62366 -2.22439 4.36866
O 3.40223 -3.14354 -0.69214
O -2.26547 0.97165 0.39108
O 3.63671 0.48598 3.68755
O -3.03679 3.10009 0.40688
O 2.01157 -1.58129 -1.56253
O 5.68340 -0.22745 3.68007
O 3.94319 3.57177 -1.62449
O -6.05921 -2.10671 -4.11993
O 1.41152 -1.18565 -4.98344
C -1.06529 -2.77590 0.60459
C 4.03879 -1.15298 2.18254
C 0.42930 0.18740 -1.72538
C -0.29127 0.20398 3.03775
C 2.64430 1.49224 3.55162
C -6.08962 -0.83413 -3.52022
C 2.76474 3.17022 -1.32590
C -1.08268 0.82980 0.93421
C 1.90967 1.28052 2.24932
C -3.84407 -3.29735 -3.73326
C 1.79730 -0.14418 -1.35273
C -4.84560 1.06929 -3.30788
C -2.95243 0.59201 -1.97238
C -2.83897 -1.39181 0.24809
C 4.90504 0.82935 3.60476
C 2.04905 -0.09941 0.08799
C 0.26129 -2.58778 4.60479
C 0.17315 -0.77602 -4.79486
C -2.55274 3.26072 1.51454
C 0.99713 2.75544 0.30930
C 7.06879 -0.27325 3.81151
C -1.28775 2.94194 3.36872
C -4.04487 -1.92135 -0.54627
C 2.00769 -2.36409 -4.58312
C -2.37424 1.55236 -0.94209
C -4.83683 -2.69928 -4.74557
C 2.57185 1.79229 -3.36318
C 0.53683 3.45042 1.60269
C -1.71439 -1.04922 -3.42030
C -1.89442 4.37461 3.34083
C -2.85403 -1.81928 1.69157
C 2.84604 -2.04805 -0.62748
C 4.53633 -2.41884 1.47351
C 1.95444 -1.66039 3.22590
H -2.38216 -1.90572 -3.51293
H -2.55233 4.55685 4.19057
H 7.36740 -1.10578 4.44855
H 2.37319 0.86964 0.46744
H 1.15826 2.04219 2.04111
H -0.19798 2.93331 3.38922
H 1.31368 1.71799 0.41694
H 2.89731 2.54533 3.42878
H -0.29131 -0.40034 -1.15670
H 1.96067 0.99407 -3.78439
H 0.06786 2.64145 2.16282
H -3.86136 1.53727 -3.32704
H 0.33220 1.26039 -1.55998
H 7.36549 0.60051 4.39171
H 0.19814 2.67904 -0.42820
H 2.68491 1.25856 1.48341
H -4.83682 -1.26425 -0.18693
H -0.24248 4.19798 1.45458
H 1.34647 -3.19042 -4.84400
H 0.15533 -2.72747 5.68060
H -2.34565 -0.31285 -1.93860
H -3.63340 -2.48224 2.06731
H -1.68046 -0.82023 -2.35516
H -2.85194 1.20016 -2.87136
H -5.19017 -3.49243 -5.40448
H -4.26165 -2.98286 -0.42671
H 1.57275 0.24404 2.23306
H -5.44816 1.62323 -4.02773
H 3.61044 -0.52300 1.40295
H -0.38339 -1.79945 4.21616
H 0.16976 -0.73209 2.72260
H 5.23268 -2.11019 0.69382
H 1.36066 3.82474 2.21038
H 2.98725 -2.45062 -5.05328
H -1.45882 1.96698 -1.36423
H -0.78442 0.04474 3.99668
H 4.95060 -0.66167 2.52212
H 1.19801 -0.45106 0.67123
H 5.00081 -3.17745 2.10348
H 2.17223 -2.49756 -3.51391
H 2.53888 0.34030 -1.98788
H -3.96860 -1.68488 -1.60757
H -3.32814 -2.49611 -3.20418
H 0.02977 -3.51829 4.08648
H -2.70812 -0.30969 0.24960
H -1.77153 2.34783 4.14403
H -3.10522 -3.86460 -4.29933
H -2.91543 -0.87972 2.24070
H -3.96192 0.37991 -1.62019
H 7.72590 -0.20362 2.94464
H 3.53580 1.29797 -3.24258
H 0.41159 1.03576 3.08504
H 3.76742 -2.90924 0.87655
H 0.33074 0.05539 -2.80285
H 1.93380 1.51149 4.37803
H -4.40414 -1.95961 -5.41921
H -4.30097 -4.00803 -3.04458
H -1.09337 5.10734 3.24330
H -3.10602 2.33818 -0.75485
H -5.34458 1.30318 -2.36744
H -2.17643 -0.19522 -3.91558
H 2.76751 2.50619 -4.16328
*
```

Computed properties:
HOMO energy = -8.95 eV
Frontier orbital gap = 8.893 eV

Atomic partial charges in e from the Löwdin method, atoms 1 to 6: -0.015 -0.001 -0.081 -0.029 0.104 0.103

(2)
DFT (ωB97M-V/def2-TZVPD) results for C34H64FeGeN3O4SSi5Te as an isolated structure.

Structure (ORCA input):
```
! RIJCOSX wB97M-V def2-TZVPD def2/J DEFGRID3
* xyz -2 6
Te -0.75483 0.66784 -1.52449
Ge 0.32362 0.58235 2.23910
Fe 0.59806 -1.08569 0.04699
S -0.28268 -3.78689 -0.02936
Si 1.25620 2.84772 2.15348
Si -1.58597 2.90355 -3.87948
Si -3.55053 -1.52579 -1.61079
Si -1.94233 1.23837 3.04364
Si 1.35897 -0.03218 4.43977
O 1.68733 0.67627 -0.14960
O 0.79281 -0.40526 -3.82607
O 1.16335 -1.53461 -1.94490
O -1.33099 -1.39062 0.55185
N 2.26816 -2.04929 0.65129
N 1.47611 -5.53336 0.97077
N 2.28493 -3.35644 0.91736
C 3.49154 -1.49725 0.65190
C 3.11203 -0.77659 4.14419
C 5.26757 0.06524 0.15339
C 1.09879 -2.74649 -3.96221
C 1.01961 -1.44692 -3.19241
C 1.52627 -5.11009 -4.02677
C 1.48681 -3.92022 -3.32553
C -2.62608 2.53461 1.79051
C -2.18493 2.06396 4.78623
C 3.51468 1.86404 -0.99244
C 3.17160 2.85146 2.38158
C 0.75962 -2.77945 -5.31179
C -0.00577 3.86395 -3.41032
C -4.64858 -0.08346 -0.99123
C 1.32640 -4.16664 0.67832
C -0.57334 -2.65362 2.47821
C 0.45688 -1.38397 5.50929
C -0.59725 -2.32274 1.00715
C 1.64332 1.29897 5.82365
C 0.89182 3.80649 0.52147
C 3.88297 -0.23598 0.18824
C -2.86902 4.19927 -4.51164
C -3.66126 -2.88469 -0.27154
C 0.80430 -3.96928 -6.01173
C -1.85240 -1.03148 -2.30000
C 1.18418 -5.13904 -5.37092
C 4.88009 2.08673 -1.06346
C 2.97759 0.75664 -0.33008
C -3.31200 -0.12473 3.10145
C 5.75771 1.19631 -0.45389
C 0.70599 4.16014 3.48043
C -1.20935 1.72579 -5.32985
C -4.44033 -2.34042 -3.12105
C -2.32036 2.01450 -2.39069
H 6.82861 1.37212 -0.48811
H -3.53880 -2.46991 0.72084
H 1.81965 -6.02312 -3.52813
H 3.03483 -1.67355 3.53693
H -0.90034 -1.78094 3.03703
H 0.67108 -5.89752 1.47026
H -2.00313 3.42442 1.79435
H 2.81900 2.56726 -1.42874
H 0.68000 -2.38488 5.15704
H 1.74605 -3.88438 -2.27794
H -0.62004 -1.25226 5.45961
H -2.87367 -3.61753 -0.41115
H -1.25064 -3.48644 2.68929
H 2.33525 -5.69538 1.48200
H 0.45382 -1.85646 -5.78316
H 3.64922 -1.03598 5.05468
H -3.27849 -0.71007 2.18981
H -0.33602 4.43502 3.35213
H 4.29536 -2.18175 0.92525
H 3.45097 2.69914 3.42037
H -2.63946 2.71926 -1.62724
H 0.43269 -2.92686 2.79076
H -3.87860 -3.20537 -3.46156
H -1.89642 -0.91546 -3.38343
H 1.29830 5.06989 3.42041
H 2.15911 0.89294 6.69163
H 0.74439 -1.33371 6.55566
H 0.53691 -3.99822 -7.06091
H -5.00426 0.54433 -1.80246
H 3.61255 2.04860 1.80257
H 0.81479 3.76541 4.48468
H -3.12276 4.90927 -3.73217
H 1.21596 -6.07455 -5.91595
H 0.04849 4.48622 0.62030
H -3.17103 2.50635 4.90631
H -5.43881 -2.68607 -2.87076
H -4.31627 0.28299 3.19569
H -1.18465 -1.86739 -2.10646
H 3.63122 3.77770 2.04486
H -2.48436 4.75975 -5.35792
H 5.26071 2.96190 -1.57738
H -4.61257 -3.41123 -0.30723
H 0.68827 1.68976 6.16076
H 0.73936 3.14984 -3.07201
H -2.56864 2.11262 0.78891
H -2.10580 1.23774 -5.70392
H -2.05205 1.33178 5.57716
H -0.52512 0.95860 -4.97950
H -0.73829 2.24375 -6.16227
H 2.22607 2.13444 5.45234
H -0.18678 4.56251 -2.59835
H 5.95630 -0.63984 0.60605
H -3.17861 1.41832 -2.67714
H -3.65487 2.84382 1.96788
H 3.72136 -0.07361 3.58403
H -3.15755 -0.80400 3.93602
H -4.52888 -1.65784 -3.95936
H 0.64444 3.09353 -0.26214
H 1.74829 4.38578 0.18400
H -5.52271 -0.45523 -0.46392
H -4.08391 0.54077 -0.30783
H -3.78828 3.71634 -4.82652
H -1.45108 2.84551 4.94322
H 0.40854 4.42090 -4.24723
*
```

Computed properties:
HOMO energy (spin up / spin down) = 0.31 / -1.76 eV
Frontier orbital gap (spin up / spin down) = 3.664 / 5.728 eV
Energy relative to the best compared isomer or geometry (same formula, charge and spin) = 346.5 kJ/mol

Atomic partial charges in e from the Löwdin method, atoms 1 to 6: 1.482 0.663 0.493 1.000 0.404 0.449

(3)
DFT (ωB97M-V/def2-TZVPD) results for C34H64N5O4S2SiY as an isolated structure.

Structure (ORCA input):
```
! RIJCOSX wB97M-V def2-TZVPD def2/J DEFGRID3
* xyz -2 1
Y 0.32644 -0.35095 0.20522
S 2.21119 -3.21317 1.14434
S -0.58038 1.64780 -1.78054
Si 1.21548 1.48243 -2.68280
O 2.09000 0.32323 -1.81160
O 2.24374 2.78905 -2.65878
O 1.23897 1.10606 -4.30164
O -2.38305 -1.68046 -1.01697
N 2.11134 -0.00484 2.45946
N -2.47532 -2.50255 3.42596
N -1.12709 -1.59573 1.95172
N 2.11812 -5.93204 1.13475
N 2.34506 -4.96109 -1.02414
C 3.76056 -1.30069 -1.37479
C -5.20526 -0.91673 -1.65721
C -1.00743 -1.77943 -1.03513
C -1.02462 3.54517 3.52165
C -1.30509 2.45628 1.39597
C 1.49466 -0.77457 3.54677
C 0.28080 -1.12910 -4.27612
C 2.00325 -4.74832 0.34719
C -0.68301 -3.10442 -1.67197
C 2.01416 1.42118 2.79236
C -1.07742 -2.97497 1.82907
C 3.95781 0.11426 -3.40107
C -2.39308 -0.03363 3.48197
C -4.97839 0.59710 0.32090
C 2.73633 5.07734 -2.42683
C -3.01548 -0.60147 -0.48984
C 2.16963 4.01832 -3.36725
C 0.73664 4.37979 -3.75068
C -1.97710 -1.34735 2.92710
C 0.43130 0.18125 -5.03772
C -1.91010 -3.55199 2.72868
C 4.27467 1.13664 -1.13802
C 3.03683 3.89324 -4.61895
C 3.51498 0.08008 -1.94039
C -1.76682 3.34277 2.36482
C 3.42487 -6.57817 1.07430
C -4.87230 -1.88482 0.61722
C -4.49071 -0.70708 -0.30636
C 0.62342 1.99494 2.67429
C 0.19070 2.88489 3.65678
C 1.17274 -0.04385 -6.35139
C -0.13600 1.68767 1.52967
C 3.52943 -0.36312 2.40107
C -0.93548 0.80599 -5.30191
H 2.03640 -0.58754 4.48973
H 3.64103 -1.42799 2.20587
H -2.14670 -4.58105 2.92918
H 3.45636 -7.41145 1.78062
H 4.30308 2.08571 -1.67021
H 2.65533 3.08486 -5.24423
H 3.71674 1.06434 -3.87432
H -1.56651 0.11581 -5.86838
H 0.60637 -0.71442 -7.00210
H 2.79076 6.05130 -2.92092
H 3.51436 -1.36630 -0.31644
H -0.25043 -0.98095 -3.32859
H 3.77102 1.30536 -0.18552
H 2.10267 5.16013 -1.54268
H -5.00050 -0.07405 -2.32006
H 4.02403 -0.12590 3.35899
H -4.50950 -2.82504 0.19744
H 3.35135 -4.84297 -1.16824
H 4.02810 0.19963 1.61334
H -3.16531 -2.56580 4.15644
H -1.37612 4.21362 4.30058
H -0.27315 -1.85620 -4.87542
H -4.83402 -1.82432 -2.13726
H -3.48037 0.00338 3.58538
H 2.67200 1.96086 2.10226
H 5.29423 0.79510 -0.94010
H 1.31868 0.90847 -6.86742
H 3.14361 -2.03789 -1.89171
H 0.32733 3.64768 -4.44872
H -0.93742 -3.97484 -1.03751
H 2.15216 -0.48648 -6.15749
H 3.58179 -6.98291 0.07307
H 5.04106 -0.03225 -3.43896
H 0.72044 5.36480 -4.22662
H -4.50138 0.75927 1.29163
H 0.46153 -0.46001 3.67361
H -0.44381 -3.45366 1.10453
H 1.52057 -1.83811 3.31451
H -1.90992 2.33829 0.50107
H 1.90755 -4.23423 -1.57610
H -2.43605 0.25694 -0.17514
H -1.21131 -3.24663 -2.62967
H -2.70848 3.86480 2.22339
H 1.91612 -5.66625 2.08894
H -1.42342 1.03572 -4.35450
H -2.07234 0.77176 2.82992
H -5.96248 -1.95947 0.75055
H -4.41193 -1.75970 1.59917
H -4.73268 1.44565 -0.32260
H 4.25389 -5.89037 1.30562
H 1.26359 -1.55101 -4.04813
H -1.95238 0.13052 4.46973
H 3.03324 4.82492 -5.19204
H -0.82180 1.72906 -5.87831
H 3.73900 4.78765 -2.10530
H 4.06629 3.65916 -4.33643
H 0.38898 -3.16616 -1.88434
H 4.81062 -1.58423 -1.48647
H 3.48048 -0.68766 -3.96668
H 0.09910 4.39436 -2.86690
H 2.41696 1.58378 3.80854
H -6.06388 0.57338 0.46925
H -6.29337 -1.01339 -1.52656
H 0.80229 3.05730 4.53993
*
```

Computed properties:
HOMO energy (spin up / spin down) = 1.27 / 1.85 eV
Frontier orbital gap (spin up / spin down) = 3.031 / 2.452 eV
Energy relative to the best compared isomer or geometry (same formula, charge and spin) = 103.7 kJ/mol

Atomic partial charges in e from the Löwdin method, atoms 1 to 6: 1.244 0.522 0.410 -0.172 -0.243 -0.167

(4)
DFT (ωB97M-V/def2-TZVPD) results for C34H66O21P4S2Ta as an isolated structure.

Structure (ORCA input):
```
! RIJCOSX wB97M-V def2-TZVPD def2/J DEFGRID3
* xyz -1 1
Ta -0.29531 2.52041 -2.43387
S 5.48489 -1.08288 -3.11783
S 2.17484 2.41744 -3.18771
P -0.60673 -2.93223 7.52415
P -6.80218 -5.29220 -3.66670
P 9.69249 -2.36001 3.62924
P -5.20032 6.25093 -5.28293
O -1.58209 -4.09595 6.69501
O 8.88742 -1.07446 3.39681
O 5.30249 4.01663 -1.00045
O -4.89535 4.80275 -6.17892
O -7.50221 -4.06250 -4.50860
O 0.39726 2.06068 -0.45139
O -4.72770 5.52010 -4.01909
O -7.02194 -4.41987 -2.18895
O -1.89122 -2.17658 7.89001
O -5.50534 7.69912 -4.38703
O -0.08261 -2.33033 6.08400
O 8.74391 -3.37374 4.51445
O 3.21227 3.15064 -0.08959
O 0.36868 -1.76857 8.35323
O -6.58251 -6.16452 -5.14445
O 8.75875 -0.12304 -1.87738
O 10.31267 -1.65442 5.08201
O 7.28321 1.55605 -0.99375
O 9.07234 -3.06568 2.17652
O -5.30161 -4.98353 -3.57831
O -6.82265 6.00050 -5.41077
C 8.87103 -2.22086 1.05762
C -5.40858 -6.94333 -5.29122
C -2.74642 -0.01728 2.81050
C 11.68376 -1.90432 5.31903
C 6.30339 1.03613 1.38803
C 0.73861 -0.82183 -2.85624
C 3.86983 3.69797 -1.11524
C 6.10492 1.69410 -0.12409
C 0.70012 -3.15773 5.25287
C -2.86535 1.08053 1.55595
C -1.03962 -3.07609 -3.07178
C -3.90293 3.62275 0.53188
C -2.45016 2.77225 -1.62081
C -2.35073 -2.09464 -2.99790
C -4.61888 8.03091 -3.33332
C 2.99700 3.97122 -2.50463
C -7.41380 6.05376 -6.68974
C -4.24209 1.73457 4.41419
C -7.94039 -5.00782 -1.28935
C 9.36808 -4.34053 5.32916
C 7.50952 0.16611 -1.41850
C 0.49533 -2.45543 -3.02698
C -4.36087 2.81571 3.18733
C -0.13487 -1.20973 9.55337
C -1.17044 -5.43758 6.86559
C -0.57950 0.19515 -2.73770
C -4.31084 5.00878 -7.44953
C -3.68225 2.49452 1.70130
C -2.59417 3.90871 -0.41354
C -8.86372 -3.77766 -4.27795
C 6.40482 -1.04468 -1.44748
C -2.12102 -0.44658 -2.83067
C 5.93403 3.33606 0.14473
C -3.46031 0.26865 4.28427
H 5.45381 3.57301 1.18608
H -4.57897 -6.30388 -5.61016
H -0.21189 2.40445 0.26620
H 9.49776 -3.93757 6.33731
H 6.85559 0.00530 1.34240
H -7.43723 -5.18797 -0.33642
H -3.44082 -0.47587 5.18966
H -1.59029 4.09082 0.17299
H -3.10251 3.19493 -2.52643
H 5.10929 1.26113 -0.56058
H -9.30781 -3.40178 -5.20302
H 1.39913 -2.53377 4.69044
H -4.73405 1.98812 5.44527
H -8.33015 -5.95431 -1.67427
H 3.62721 4.53635 -3.32316
H -0.04456 4.36351 -2.21419
H -7.44732 5.04784 -7.11701
H 7.90932 -1.70605 1.15218
H -4.71670 9.09884 -3.12226
H -2.81497 4.93201 -0.98737
H -2.96941 1.77559 -1.29318
H -3.58361 7.81904 -3.60929
H 7.05558 3.74300 0.18618
H -8.94839 -3.00551 -3.50842
H -4.14171 4.64475 1.09518
H 11.78620 -2.46429 6.25203
H 6.83024 1.81113 2.12233
H -5.16040 -7.45926 -4.36114
H -6.85565 6.72051 -7.35420
H -3.10140 0.19326 -2.78745
H -8.43588 6.42783 -6.59139
H 4.29040 -0.36822 -2.85983
H 12.20615 -0.94980 5.41745
H -4.99151 4.63399 -8.21814
H -9.40621 -4.67484 -3.96435
H -4.83381 3.41781 -0.17127
H 5.59998 -1.00822 -0.59909
H 9.68492 -1.49934 0.95847
H 1.26919 -3.88299 5.84257
H -4.89718 7.47922 -2.42942
H 12.13442 -2.47807 4.50438
H -2.34587 0.78869 0.54869
H 5.21182 0.88458 1.84274
H 6.94217 -2.10722 -1.38123
H 10.33948 -4.63344 4.91907
H -5.58261 -7.68762 -6.07245
H -4.93213 3.85342 3.32879
H 8.83679 -2.84054 0.15795
H -3.37249 4.45167 -7.50253
H 8.72699 -5.22387 5.38376
H -3.45500 -2.50877 -3.02590
H -0.31295 -5.51222 7.54017
H 1.85989 -0.43680 -2.82126
H 0.70358 -0.80148 10.12338
H -0.63785 -1.96694 10.15874
H -2.00225 -6.01389 7.27748
H 1.46430 -3.13331 -3.07730
H -0.89804 -5.85166 5.89149
H -2.18107 -1.06006 2.69506
H -1.19807 -4.23337 -3.16966
H -8.77133 -4.31634 -1.12827
H -0.87459 2.78897 -4.20552
H -4.11043 6.06812 -7.63274
H -0.81867 -0.38731 9.31903
H 0.05077 -3.68232 4.54668
H 2.13579 4.72446 -2.18221
*
```

Computed properties:
HOMO energy = -4.99 eV
Frontier orbital gap = 3.483 eV

Atomic partial charges in e from the Löwdin method, atoms 1 to 6: 1.352 0.654 0.289 0.741 0.743 0.745

no.,largest force on an atom (eV Å⁻¹)
1,9.3
2,2.9
3,1.1
4,10.4